This record from the Open Molecules 2025 dataset describes a gas-phase ion, C3H3N2O3 (charge +1) in a non-equilibrium geometry. The level of theory is wB97M-V/def2-TZVPD.

Geometry (Å):
C -0.2420 -0.2494 -0.5493
C -0.9292 -2.0980 0.8216
C 0.6988 0.7395 -0.0682
N -0.9919 -1.2628 -0.3575
N -0.3164 -1.4145 1.9041
O 0.0287 0.6902 -1.3361
O -1.0533 -3.2712 0.7068
O -0.6514 -1.5117 3.0425
H 1.6361 0.3423 -0.1429
H 0.5338 1.6580 0.4522
H -1.7045 -1.3552 -1.1836

calculated total energy: -450.873633 Ha
Kohn-Sham gap (alpha / beta): 8.41 / 8.37 eV
HOMO (alpha / beta): -14.7 / -14.7 eV
net charge: +1

Löwdin atomic charge list, values in e, 6 entries:
1 C -0.2515
2 C -0.3925
3 C 0.1119
4 N 0.2636
5 N 0.0750
6 O 0.2396